The following is a DFT calculation (ωB97M-V/def2-TZVPD) of a cluster of 8 separate species, C18H41N7O15P in total at a distorted geometry.

Computed properties:
Lowest unoccupied orbital energy: 0.87 eV
Net charge: -1
HOMO: -3.4 eV
Multiplicity: 1

```
82
Properties=species:S:1:pos:R:3:lowdin_charge:R:1
C -0.06 -0.10 0.12 -0.1229
C 1.17 -1.10 -0.38 -0.1887
C 2.69 -1.06 0.30 -0.0512
C 3.90 -2.08 -0.23 -0.0296
C 3.53 -3.15 -1.46 -0.0704
C 4.76 -4.15 -1.92 -0.3631
C 5.01 -5.17 -0.62 -0.1232
C 6.18 -3.39 -2.21 -0.1343
C 2.06 -3.23 -2.18 -0.1197
O 1.67 -4.11 -3.29 -0.2311
C 1.50 -5.51 -2.86 -0.4243
P 0.00 -5.80 -1.69 0.1995
C 0.90 -2.17 -1.61 0.0298
H 0.46 0.91 0.48 0.0491
H -0.74 0.12 -0.82 0.0718
H -0.70 -0.58 1.00 0.0799
H 2.87 -0.28 1.18 0.0697
H 4.98 -2.05 0.25 0.0804
H 4.42 -4.78 -2.86 0.1285
H 3.91 -5.47 -0.26 0.0875
H 5.66 -6.11 -0.90 0.0769
H 5.51 -4.49 0.20 0.0762
H 6.44 -2.53 -1.44 0.0677
H 7.04 -4.20 -2.11 0.0801
H 6.27 -2.96 -3.31 0.0833
H 1.25 -6.13 -3.85 0.0920
H 2.49 -6.01 -2.43 0.0741
H 0.67 -5.16 -0.59 -0.0799
H 0.61 -7.08 -1.30 -0.0860
H -0.73 -6.57 -2.71 -0.0928
H -0.64 -4.58 -2.14 -0.0791
H -1.15 -6.05 -0.81 -0.0964
H -0.17 -2.20 -2.12 0.0905
C -0.13 2.49 3.87 0.0518
N 0.82 2.54 2.72 -0.4036
O 2.02 2.35 2.97 0.0597
O 0.33 2.76 1.61 0.0083
H 0.44 2.28 4.78 0.1001
H -0.62 3.46 3.93 0.0812
H -0.84 1.69 3.67 0.0977
C -3.96 -0.43 0.31 0.0516
N -4.06 0.41 1.53 -0.4160
O -3.04 0.98 1.91 0.0298
O -5.17 0.47 2.07 0.0501
H -2.93 -0.39 -0.06 0.0698
H -4.23 -1.45 0.58 0.1115
H -4.65 -0.02 -0.43 0.1038
C -4.19 4.45 2.86 0.0522
N -3.12 5.12 3.65 -0.4053
O -2.69 6.20 3.22 0.0440
O -2.75 4.55 4.68 0.0365
H -4.41 5.06 1.98 0.0521
H -3.81 3.47 2.56 0.0864
H -5.06 4.36 3.50 0.1097
C -0.62 7.35 0.57 0.0511
N -1.07 7.31 -0.84 -0.4089
O -1.10 8.38 -1.46 0.0539
O -1.39 6.21 -1.30 0.0268
H -0.37 8.38 0.84 0.0992
H -1.44 6.98 1.19 0.0776
H 0.26 6.71 0.65 0.1020
C -4.47 5.93 -1.97 0.0426
N -5.21 6.17 -0.70 -0.3996
O -6.42 6.38 -0.79 0.0658
O -4.55 6.13 0.35 0.0214
H -5.17 5.98 -2.80 0.0984
H -3.70 6.70 -2.05 0.0849
H -4.02 4.93 -1.91 0.1060
C 0.42 -7.34 2.23 0.0268
N -0.91 -7.72 1.69 -0.4219
O -1.27 -8.90 1.85 0.0155
O -1.56 -6.84 1.13 0.0054
H 0.88 -8.21 2.70 0.0873
H 1.03 -6.99 1.39 0.0815
H 0.27 -6.55 2.96 0.0951
C 1.26 3.26 -1.46 0.0307
N 1.86 4.25 -2.38 -0.4214
O 2.02 5.40 -1.95 0.0337
O 2.16 3.86 -3.52 0.0511
H 1.04 3.74 -0.51 0.0687
H 0.34 2.89 -1.93 0.1047
H 1.98 2.45 -1.33 0.1064
```



The following is a DFT calculation (ωB97M-V/def2-TZVPD) of a structure of composition C18H42AlN6O10P at a distorted geometry.

Computed properties:
Lowest unoccupied orbital energy (alpha / beta): 2.30 / 2.30 eV
Net charge: -1
HOMO (alpha / beta): -2.4 / -2.3 eV
Multiplicity: 2

```
78
Properties=species:S:1:pos:R:3:lowdin_charge:R:1
Al -0.68 -0.59 0.25 1.0264
P -2.74 2.02 -1.01 -0.0661
O -2.37 3.43 -0.50 -0.4451
O -1.26 1.62 -1.53 -0.2865
O -3.38 2.23 -2.39 -0.4558
O -3.05 0.86 -0.04 -0.4444
C -3.75 -3.20 0.36 -0.2836
O -3.01 -2.35 0.90 -0.0761
N -4.98 -2.92 -0.21 -0.1970
C -5.81 -3.91 -0.89 -0.0809
C -5.40 -1.53 -0.25 -0.0426
H -3.59 -4.29 0.31 0.1232
H -6.88 -3.75 -0.79 0.0806
H -5.73 -4.95 -0.59 0.0694
H -5.47 -3.95 -1.93 0.0827
H -4.61 -0.92 0.18 0.0598
H -5.55 -1.21 -1.28 0.0968
H -6.34 -1.44 0.28 0.0824
C 0.36 -4.24 -1.33 -0.3062
O 0.25 -3.11 -0.90 -0.0520
N 0.40 -4.57 -2.69 -0.1716
C 0.51 -6.01 -3.21 -0.0435
C 0.25 -3.60 -3.75 -0.0682
H 0.46 -5.16 -0.74 0.1243
H 0.85 -6.59 -2.36 0.0670
H 1.38 -6.05 -3.86 0.0746
H -0.39 -6.38 -3.70 0.0787
H -0.12 -2.62 -3.42 0.0910
H 1.18 -3.38 -4.27 0.0722
H -0.36 -3.97 -4.58 0.0784
C -2.55 0.53 3.64 -0.2846
O -1.74 -0.14 2.94 -0.0808
N -2.09 1.55 4.34 -0.1865
C -2.94 2.20 5.34 -0.0570
C -0.73 2.02 4.41 -0.0552
H -3.64 0.46 3.77 0.1413
H -2.87 3.28 5.21 0.0867
H -2.46 1.86 6.26 0.0804
H -4.00 1.93 5.37 0.0843
H -0.01 1.48 3.80 0.0722
H -0.66 3.07 4.14 0.0884
H -0.37 2.00 5.44 0.0839
C 0.41 3.15 1.13 -0.3317
O 0.28 1.94 1.23 -0.0611
N 1.22 3.76 1.94 -0.1590
C 1.46 5.24 1.88 -0.0350
C 1.99 3.15 2.97 -0.0836
H 0.00 3.76 0.31 0.1366
H 1.26 5.79 2.80 0.0802
H 0.93 5.71 1.06 0.0870
H 2.48 5.45 1.55 0.0730
H 1.89 2.07 3.12 0.0808
H 3.07 3.33 2.91 0.0752
H 1.71 3.60 3.92 0.0789
C 3.22 -0.35 1.32 -0.3266
O 2.20 -0.35 0.61 -0.0772
N 4.20 0.50 1.11 -0.1816
C 5.25 0.46 2.15 -0.0425
C 4.18 1.55 0.12 -0.0375
H 3.35 -1.06 2.15 0.1355
H 6.20 0.58 1.64 0.0800
H 5.17 -0.47 2.71 0.0809
H 5.12 1.39 2.72 0.0754
H 3.22 1.74 -0.34 0.0940
H 4.44 2.52 0.55 0.0781
H 4.90 1.42 -0.69 0.0843
C 1.26 0.45 -2.90 -0.2862
O 1.24 -0.46 -2.04 -0.0804
N 2.06 0.42 -4.00 -0.1863
C 1.94 1.54 -5.01 -0.0254
C 3.02 -0.63 -4.16 -0.0804
H 0.71 1.40 -2.89 0.1189
H 1.46 2.41 -4.57 0.0845
H 1.30 1.22 -5.84 0.0777
H 2.91 1.79 -5.43 0.0718
H 2.69 -1.17 -5.05 0.0795
H 4.03 -0.23 -4.31 0.0759
H 3.14 -1.32 -3.33 0.0859
```



Number 1: M 626.53 g/mol. Number 2: M 560.52 g/mol.